# 1
DFT (ωB97M-V with the def2-TZVPD basis set) results for a cluster of 3 separate species, C4H11O2S in total at a distorted geometry.

Each line ends with the Löwdin charge.
Positions of all 18 atoms, in Å:
1 C 1.82088 -1.03609 0.14584  -0.45
2 O 1.84275 0.25379 0.64815  -0.32
3 C 0.56777 -1.77985 0.57009  -0.21
4 C -0.73946 -1.05595 0.03501  -0.31
5 C -1.15747 0.23739 0.69583  -0.74
6 S -2.63693 0.94681 -0.10326  0.54
7 H 1.89412 -1.06280 -0.96679  0.09
8 H 2.73654 -1.58691 0.53797  0.10
9 H 0.49539 -1.90466 1.65633  0.10
10 H 0.43488 -2.77417 0.14272  0.08
11 H -1.44478 -1.86916 0.25665  0.09
12 H -0.72855 -0.97343 -1.03647  0.08
13 H -1.42562 0.11956 1.75054  0.05
14 H -0.30171 0.88129 0.88737  0.04
15 H -1.07997 1.38428 -1.03661  0.14
16 H 2.01242 2.02017 -1.73503  -0.03
17 H 2.21083 0.86099 -0.61678  -0.03
18 O 2.61599 1.30802 -1.51060  -0.21

**M**: 123.197 g mol⁻¹
**HOMO energy**: -3.56 eV
**Kohn-Sham gap**: 0.227 Ha
**Total energy**: -19254.4622 eV
**LUMO level**: 0.096 Eh
**Net charge**: -1
**Energy above the lowest of the compared OMol25 structures with the same formula, charge and spin**: 68.7 kcal/mol



# 2
DFT (ωB97M-V with the def2-TZVPD basis set) results for a structure of composition C4H11O3Pm at a distorted geometry.

Each line ends with the Löwdin charge.
Positions of all 19 atoms, in Å:
1 C 3.03974 -1.40752 -2.89434  -0.32
2 H 3.92552 -0.91805 -3.34617  0.05
3 H 3.39605 -2.26411 -2.28963  0.06
4 H 2.48210 -1.85539 -3.74311  0.06
5 O 2.20827 -0.49275 -2.20667  -0.69
6 Pm 2.13117 1.87797 -1.90940  1.09
7 H 0.42936 0.95112 -0.17149  -0.01
8 O 0.86025 1.18767 0.71976  -0.26
9 C -3.30942 0.69914 1.09860  -0.12
10 O -1.98192 1.03801 1.40112  -0.19
11 C -1.11582 -0.07061 1.42045  -0.24
12 C 0.30201 0.37650 1.71914  -0.25
13 H -3.90064 1.62315 1.10070  0.09
14 H -3.38893 0.23451 0.09900  0.09
15 H -3.72026 -0.00625 1.84263  0.09
16 H -1.14144 -0.58909 0.44209  0.13
17 H -1.43920 -0.79244 2.19508  0.13
18 H 0.91187 -0.53558 1.85949  0.13
19 H 0.31129 0.94373 2.66275  0.13

**M**: 252.129 g mol⁻¹
**HOMO energy (spin up / spin down)**: -5.77 / -5.88 eV
**Kohn-Sham gap (spin up / spin down)**: 0.204 / 0.224 Ha
**Expectation value of S²**: 6.18
**Total energy**: -27017.7567 eV
**LUMO level (spin up / spin down)**: -0.008 / 0.008 Eh
**Spin multiplicity**: 5



# 3
DFT (ωB97M-V with the def2-TZVPD basis set) results for a structure of composition C4H11O3Rh at a distorted geometry.

Each line ends with the Löwdin charge.
Positions of all 19 atoms, in Å:
1 O -1.29070 2.12374 0.06179  -0.13
2 C -2.36931 1.25270 0.18943  -0.19
3 C -2.00969 -0.14836 -0.29403  -0.13
4 O -0.73529 -0.49262 0.27849  -0.37
5 C -0.33569 -1.83573 0.03809  0.00
6 Rh 0.29242 1.19016 0.36915  1.53
7 H -3.24244 1.58316 -0.40391  0.17
8 H -2.71404 1.17891 1.24090  0.17
9 H -1.90297 -0.17446 -1.39129  0.16
10 H -2.75654 -0.89246 0.02008  0.17
11 H 0.65000 -1.98088 0.49126  0.11
12 H -1.06249 -2.52259 0.49152  0.13
13 H -0.26911 -2.02451 -1.04308  0.13
14 O 2.11851 1.12553 -0.18104  -0.25
15 H 2.41821 1.68228 -0.92132  0.16
16 C 3.12070 0.16504 0.18666  -0.01
17 H 3.35337 -0.47698 -0.67076  0.13
18 H 4.01884 0.68707 0.53370  0.13
19 H 2.71624 -0.43999 1.00436  0.10

**M**: 210.035 g mol⁻¹
**HOMO energy (spin up / spin down)**: -19.31 / -19.90 eV
**Kohn-Sham gap (spin up / spin down)**: 0.415 / 0.288 Ha
**Expectation value of S²**: 6.01
**Total energy**: -13453.0125 eV
**LUMO level (spin up / spin down)**: -0.294 / -0.443 Eh
**Spin multiplicity**: 5
**Net charge**: +2
**Energy above the lowest of the compared OMol25 structures with the same formula, charge and spin**: 0.0 kcal/mol



# 4
DFT (ωB97M-V with the def2-TZVPD basis set) results for a structure of composition C4H11O3Tb at a distorted geometry.

Each line ends with the Löwdin charge.
Positions of all 19 atoms, in Å:
1 O -0.17045 -1.63125 -0.60981  -0.47
2 C 1.11998 -1.39246 -1.09612  -0.30
3 C 1.51640 0.05224 -0.84268  -0.20
4 O 0.48175 0.89166 -1.35055  -0.40
5 C 0.70340 2.27103 -1.11248  -0.08
6 Tb -1.70664 -0.08204 -0.96263  1.70
7 H 1.20401 -1.61598 -2.17500  0.13
8 H 1.86263 -2.03827 -0.59408  0.14
9 H 2.47002 0.30200 -1.33381  0.15
10 H 1.59086 0.23149 0.24438  0.14
11 H 1.63093 2.59773 -1.60407  0.11
12 H -0.14197 2.82481 -1.53677  0.10
13 H 0.77741 2.47291 -0.03262  0.11
14 O -1.34997 -0.59332 1.33780  -0.46
15 H -0.49824 -1.42541 0.92881  0.24
16 C -2.19692 -0.70185 2.45359  -0.17
17 H -2.65251 0.28013 2.65723  0.09
18 H -3.01068 -1.42739 2.28287  0.09
19 H -1.63001 -1.01602 3.34595  0.09

**M**: 266.054 g mol⁻¹
**HOMO energy (spin up / spin down)**: -12.11 / -11.26 eV
**Kohn-Sham gap (spin up / spin down)**: 0.328 / 0.253 Ha
**Expectation value of S²**: 15.78
**Total energy**: -32895.2687 eV
**LUMO level (spin up / spin down)**: -0.117 / -0.160 Eh
**Spin multiplicity**: 8
**Net charge**: +1
**Energy above the lowest of the compared OMol25 structures with the same formula, charge and spin**: 0.0 kcal/mol



# 5
DFT (ωB97M-V with the def2-TZVPD basis set) results for a cluster of 3 separate species, C4H11O4 in total at a distorted geometry.

Each line ends with the Löwdin charge.
Positions of all 19 atoms, in Å:
1 O -1.24480 2.10996 -0.38257  -0.08
2 C -1.91687 1.16748 0.07487  -0.73
3 O -3.17018 1.01283 0.13036  -0.11
4 C -1.20799 -0.17337 0.51403  -0.16
5 C -0.64535 -0.86258 -0.72727  -0.26
6 C -0.15201 -2.26181 -0.36336  -0.14
7 H -2.08404 -0.76918 0.95786  0.12
8 H -0.53915 -0.01334 1.31249  0.08
9 H 0.09273 -0.33370 -1.21281  0.06
10 H -1.47357 -0.81980 -1.50168  0.13
11 H -0.79280 -2.92678 0.17310  0.04
12 H 0.21397 -2.90339 -1.20703  0.06
13 H 0.80518 -2.37304 0.25529  0.07
14 H 2.52406 -0.43683 0.42368  0.01
15 H 2.99160 1.07326 0.09262  0.08
16 O 3.32790 0.10976 0.37960  -0.13
17 H 0.55077 3.13366 0.75410  0.06
18 H 1.23418 2.47791 -0.26726  -0.01
19 O 1.48638 2.78898 0.59399  -0.11

**M**: 123.128 g mol⁻¹
**HOMO energy**: -4.23 eV
**Kohn-Sham gap**: 0.288 Ha
**Total energy**: -12517.5954 eV
**LUMO level**: 0.132 Eh
**Net charge**: -1
**Energy above the lowest of the compared OMol25 structures with the same formula, charge and spin**: 23.4 kcal/mol



# 6
DFT (ωB97M-V with the def2-TZVPD basis set) results for an isolated molecule of C4H11OP at a distorted geometry.

Each line ends with the Löwdin charge.
Positions of all 17 atoms, in Å:
1 C 1.62473 -0.83986 1.08721  -0.15
2 C 0.74308 -0.27065 -0.08520  -0.45
3 C 0.96707 1.19534 -0.27485  -0.18
4 P -1.33688 -0.29326 0.57042  0.87
5 C -2.00335 -0.86646 -1.03836  -0.33
6 O -1.67145 1.31819 0.48639  -0.41
7 H 1.23938 -0.41995 2.01797  0.04
8 H 1.40645 -1.96839 1.29098  0.09
9 H 2.75255 -0.70348 0.80728  0.10
10 H 0.79363 -0.65137 -1.13056  0.09
11 H 1.94392 1.40348 -0.40000  0.04
12 H 0.77203 1.63668 0.62910  0.03
13 H 0.42295 1.70119 -1.00050  0.06
14 H -3.02454 -0.65208 -1.19242  0.00
15 H -2.09726 -1.98015 -1.03223  0.04
16 H -1.38105 -0.44824 -1.92319  0.07
17 H -1.15125 1.83900 1.18796  0.09

**M**: 106.105 g mol⁻¹
**HOMO energy**: -8.17 eV
**Kohn-Sham gap**: 0.333 Ha
**SMILES**: CC(C)P(C)O
**Total energy**: -15661.2851 eV
**LUMO level**: 0.033 Eh
**Energy above the lowest of the compared OMol25 structures with the same formula, charge and spin**: 36.3 kcal/mol



# 7
DFT (ωB97M-V with the def2-TZVPD basis set) results for the ion C4H11OSi with charge +1 at a distorted geometry.

Each line ends with the Löwdin charge.
Positions of all 17 atoms, in Å:
1 C 1.18136 0.29566 2.51987  0.43
2 C -1.82862 -0.19499 0.49891  -0.13
3 C 0.71050 -1.47151 -0.92320  -0.11
4 C 0.53096 1.59134 -1.26471  -0.12
5 O 1.08712 0.38207 0.99539  -0.18
6 Si -0.06899 0.15852 -0.16114  0.53
7 H 2.15472 0.18620 2.84977  0.09
8 H 0.12786 0.12035 2.91056  0.14
9 H -1.92664 -0.08559 1.56013  0.01
10 H -2.48996 0.61087 -0.01813  0.09
11 H -1.89725 -1.25136 0.21619  0.03
12 H 1.28185 -1.02327 -1.80794  0.07
13 H 1.25171 -2.11349 -0.29468  0.01
14 H -0.20352 -2.01401 -1.31117  0.05
15 H 0.34795 1.54915 -2.30354  0.03
16 H 0.18396 2.48098 -0.75212  0.04
17 H 1.59482 1.59538 -1.24085  0.03

**M**: 103.217 g mol⁻¹
**HOMO energy (spin up / spin down)**: -14.30 / -14.30 eV
**Kohn-Sham gap (spin up / spin down)**: 0.244 / 0.244 Ha
**Total energy**: -14241.8003 eV
**LUMO level (spin up / spin down)**: -0.282 / -0.282 Eh
**Net charge**: +1
**Energy above the lowest of the compared OMol25 structures with the same formula, charge and spin**: 41.2 kcal/mol